1.
Computed, not measured: a cluster of 5 separate species, C31H72N5O4 in total in a non-equilibrium geometry, with ωB97M-V/def2-TZVPD.

Geometry as XYZ:
```
112
Properties=species:S:1:pos:R:3:forces:R:3:mulliken_charge:R:1
C -7.71834 -7.54636 -0.76965 0.432 1.155 0.294 -0.8084
C -7.19615 -6.33997 -1.80180 -3.424 0.505 -3.068 0.7366
O -8.03398 -6.00408 -2.78527 5.693 -1.494 5.646 -0.5771
O -5.89348 -5.72840 -1.50316 -3.076 -2.138 -2.157 -0.2803
C -5.14959 -5.36055 -2.71673 1.468 1.533 -1.580 -0.4042
C -3.57070 -5.87146 -2.72317 0.443 0.603 0.366 -0.1404
C -3.17120 -6.82416 -1.45016 -0.686 0.313 0.148 -0.2154
C -3.86610 -8.32361 -1.47446 1.102 -0.314 -0.685 1.0703
N -2.88944 -9.23442 -0.70142 -1.448 0.472 0.034 -0.6762
C -3.91696 -8.98442 -3.01006 2.179 -1.869 -4.545 0.1151
O -5.04304 -9.40129 -3.60516 4.725 2.307 3.525 -0.6977
O -2.57090 -9.12207 -3.65929 -6.714 1.103 3.555 -0.6776
H -7.56252 -7.14840 0.33589 -0.327 -0.897 -2.269 0.2634
H -7.11768 -8.54324 -0.89335 -1.026 2.103 -0.029 0.2324
H -8.86121 -7.72360 -0.97987 2.461 0.487 0.318 0.2735
H -5.11639 -4.16766 -2.73510 -0.256 -2.586 -0.047 0.2585
H -5.61466 -5.73579 -3.72245 0.368 0.607 2.317 0.2430
H -2.89561 -4.89157 -2.63531 -1.419 -2.030 -0.136 -0.0014
H -3.30742 -6.34611 -3.78093 -0.655 0.645 2.496 0.3007
H -1.99830 -6.88532 -1.35544 -2.431 -0.202 -0.430 -0.4370
H -3.55588 -6.26922 -0.46758 0.769 -1.135 -2.014 0.3406
H -4.94353 -8.31478 -1.01834 1.964 0.154 -0.894 -0.3894
H -2.67433 -8.83037 0.23672 -0.613 -0.633 -0.941 0.2172
H -3.30187 -10.19649 -0.62645 0.574 1.392 0.141 0.2598
C 0.01127 -6.68675 -3.57246 0.110 -0.130 0.215 -0.8982
C 1.53531 -6.60139 -3.57499 -0.288 0.207 0.064 -0.7166
N 2.11036 -6.07525 -2.33317 0.394 0.330 0.152 0.6484
C 3.53845 -5.76109 -2.44623 -0.307 0.108 -0.138 -0.6456
C 4.50096 -6.92154 -2.69793 0.279 -0.076 0.032 -1.2788
C 1.72275 -6.76157 -1.09902 -0.358 0.111 -0.106 -0.5885
C 2.03744 -8.25059 -0.99342 0.062 -0.313 0.305 -1.2513
H -0.44053 -5.71191 -3.36298 0.089 -0.031 0.043 0.0922
H -0.34272 -7.01769 -4.55413 0.013 -0.049 0.223 0.4170
H -0.35673 -7.40853 -2.83602 -0.093 0.038 -0.269 0.1882
H 1.81151 -5.93205 -4.40040 0.269 0.007 0.237 0.4227
H 1.94105 -7.58675 -3.82193 0.031 -0.183 -0.100 0.3018
H 3.86539 -5.22361 -1.54676 -0.191 -0.109 0.039 0.2894
H 3.66223 -5.03811 -3.26248 -0.197 -0.080 -0.010 0.4451
H 4.66413 -7.50887 -1.79339 -0.034 -0.056 -0.108 0.2757
H 5.47501 -6.52768 -3.00542 -0.041 -0.014 0.013 0.4208
H 4.15454 -7.58674 -3.49295 -0.021 0.063 0.099 0.2789
H 0.64361 -6.63024 -0.95484 0.087 -0.012 -0.220 0.2198
H 2.16860 -6.24648 -0.23817 0.138 0.104 -0.259 0.4119
H 1.81094 -8.79689 -1.91184 -0.045 0.082 0.068 0.2485
H 1.43757 -8.69601 -0.18992 0.042 0.052 -0.174 0.4132
H 3.08413 -8.42270 -0.73433 -0.037 -0.045 -0.113 0.3304
C 2.21656 0.92171 -3.25324 0.096 0.001 0.118 -1.4353
C 1.26550 -0.17514 -2.78168 0.321 -0.165 -0.037 -0.1734
N 1.93644 -1.36549 -2.25014 0.027 -0.140 -0.053 0.1938
C 1.02672 -2.49735 -2.04473 0.044 -0.116 -0.205 -0.1585
C -0.07452 -2.33947 -0.99652 -0.139 -0.117 0.115 -1.0429
C 2.89660 -1.13802 -1.16812 0.122 0.156 -0.361 -0.7059
C 2.38065 -0.46627 0.10071 0.117 0.004 0.469 -0.6957
H 2.91278 0.54528 -4.00949 -0.055 -0.011 0.143 0.3313
H 1.64439 1.74082 -3.70068 0.021 -0.106 0.056 0.4431
H 2.79451 1.34560 -2.42558 -0.016 -0.045 -0.103 0.2371
H 0.66785 -0.46988 -3.65436 0.040 -0.221 0.262 0.4389
H 0.56875 0.25354 -2.05552 -0.189 0.164 0.090 0.1298
H 1.61096 -3.39552 -1.80646 0.037 0.201 -0.068 -0.2706
H 0.54700 -2.72448 -3.00524 0.128 0.155 0.022 0.4855
H 0.32186 -2.42682 0.01592 -0.078 0.070 -0.014 0.2336
H -0.81457 -3.13640 -1.12176 0.080 0.053 0.005 0.3091
H -0.60432 -1.38782 -1.08721 0.040 -0.034 0.020 0.2722
H 3.72359 -0.53450 -1.56112 -0.165 0.016 -0.086 0.4181
H 3.37117 -2.08918 -0.89384 -0.284 -0.006 -0.194 0.2504
H 1.71634 0.37570 -0.10669 0.000 -0.029 -0.039 0.0260
H 3.22772 -0.08086 0.68191 -0.098 -0.016 -0.074 0.4363
H 1.85563 -1.17430 0.74518 -0.068 0.154 -0.073 0.2544
C 1.20776 6.13631 3.28375 0.050 -0.160 0.060 -1.3245
C 0.63187 5.69916 1.93942 0.278 -0.103 -0.007 -0.3823
N 1.37033 4.60898 1.29459 0.139 0.003 -0.257 0.1122
C 0.96338 4.37949 -0.09561 0.116 0.222 0.012 -0.6720
C -0.46574 3.89787 -0.34474 -0.119 -0.134 -0.167 -0.9352
C 1.56109 3.39605 2.09261 0.197 0.205 0.206 -0.6286
C 0.31097 2.68260 2.59813 -0.106 -0.413 0.110 -1.0227
H 2.25722 6.43276 3.18847 -0.094 -0.105 -0.017 0.2967
H 0.64820 6.99699 3.66406 0.011 -0.084 -0.068 0.3360
H 1.13465 5.34494 4.03682 0.046 0.104 -0.077 0.3833
H 0.66184 6.57904 1.28329 -0.003 -0.288 -0.143 0.4503
H -0.42358 5.44632 2.07590 -0.224 0.039 0.064 0.2378
H 1.65843 3.67239 -0.56650 -0.009 0.029 0.261 0.3450
H 1.10371 5.31707 -0.64838 0.018 0.026 0.214 0.3756
H -0.58022 2.84152 -0.09818 -0.084 0.085 0.025 0.1192
H -0.70814 4.00813 -1.40660 0.023 -0.017 0.084 0.4069
H -1.20478 4.47374 0.21805 0.072 -0.055 -0.015 0.3044
H 2.18423 3.64708 2.95937 -0.096 0.146 -0.103 0.3551
H 2.17087 2.67860 1.52815 -0.132 0.258 -0.153 0.3046
H -0.44193 3.37243 2.98609 0.051 -0.001 -0.033 0.3110
H 0.58258 2.00045 3.41346 -0.048 0.111 -0.110 0.3851
H -0.14580 2.07070 1.81760 -0.069 0.115 0.101 0.2312
C 0.01062 13.72920 4.17691 -0.094 -0.098 -0.098 -1.4184
C 0.96182 12.69323 4.77017 -0.274 -0.072 0.078 -0.3014
N 0.32343 11.42005 5.11814 -0.015 -0.165 0.264 0.0926
C 1.18570 10.54082 5.91460 -0.070 0.211 0.137 -0.6779
C 2.45965 10.01228 5.25574 0.153 -0.195 0.011 -0.6970
C -0.41894 10.75414 4.04582 -0.208 0.297 0.027 -0.7306
C 0.34870 10.39291 2.77790 -0.036 -0.298 -0.326 -0.7904
H -0.82757 13.93077 4.85155 0.083 -0.102 -0.085 0.3248
H 0.54432 14.67085 4.01272 -0.023 -0.136 0.034 0.4270
H -0.38847 13.41079 3.20837 0.012 0.049 0.127 0.2964
H 1.38016 13.13677 5.68333 -0.007 -0.330 -0.025 0.4272
H 1.79843 12.54995 4.08016 0.182 0.063 -0.129 0.2512
H 0.59907 9.68713 6.27782 -0.087 0.161 -0.194 0.3331
H 1.47690 11.08436 6.82237 -0.095 0.126 -0.152 0.3796
H 2.24058 9.21457 4.54479 0.083 0.083 -0.024 -0.0099
H 3.11773 9.58873 6.02124 -0.054 0.028 -0.061 0.4010
H 3.02157 10.79725 4.74329 -0.073 -0.056 0.023 0.2658
H -1.26402 11.39290 3.76225 0.166 0.070 0.103 0.3612
H -0.89466 9.84627 4.43902 0.226 0.155 0.180 0.3259
H 1.01603 11.19133 2.44559 -0.037 -0.024 0.049 0.2680
H -0.36000 10.19699 1.96353 0.107 0.048 0.107 0.3766
H 0.93438 9.48070 2.90891 0.064 0.146 -0.058 0.0974
```
Positions in Å, forces in eV/Å.

The gap between HOMO and LUMO is 5.876 eV. Its multiplicity is 1. As for the net charge: -1.

---

2.
Computed, not measured: a cluster of 6 separate species, C31H72NO10P in total in a non-equilibrium geometry, with ωB97M-V/def2-TZVPD.

Geometry as XYZ:
```
115
Properties=species:S:1:pos:R:3:forces:R:3:mulliken_charge:R:1
C 4.69061 -2.88032 0.83119 0.144 0.145 -0.375 -0.2184
C 3.54890 -3.13416 0.56949 -0.405 -0.841 0.021 -0.8696
C 2.18922 -3.54881 0.16137 0.333 0.952 -0.283 1.3574
C 1.83307 -2.79093 -1.16239 -0.333 -0.507 0.709 -1.3590
C 0.38515 -2.33705 -1.18240 0.333 -0.158 -0.476 0.2195
O -0.50520 -3.48578 -1.06428 -0.830 0.601 0.320 0.0831
P -1.97438 -3.19389 -1.66194 -0.195 -1.022 0.331 0.1678
O -2.09504 -3.62200 -3.04611 0.081 0.203 -0.759 -0.8177
O -3.05298 -3.97971 -0.74771 0.882 1.275 0.114 -0.3116
C -4.09163 -3.12282 -0.21294 -0.912 -0.583 0.975 0.2397
C -5.19115 -3.96189 0.51864 0.595 0.503 -0.131 -0.6947
N -6.54245 -3.68433 0.07229 0.007 -0.648 0.211 -0.6147
O -2.25008 -1.62650 -1.40319 0.504 -1.086 -0.485 0.7064
C -2.36321 -0.83229 -2.59622 -0.823 1.286 -0.485 -0.5701
O -2.97051 0.36885 -2.22641 0.666 -0.333 -0.299 -0.4952
C -2.02027 1.35251 -1.83192 -0.154 1.296 0.544 -0.6451
C -1.48849 1.19851 -0.40471 0.407 -0.673 -0.056 1.6019
C -2.58173 1.14238 0.68883 0.467 0.250 0.233 -1.2976
H 5.72984 -2.65508 0.87002 -0.056 0.043 0.298 0.4761
H 2.15408 -4.61537 -0.07448 0.022 0.046 0.550 -0.2658
H 1.48147 -3.28754 0.97159 0.194 -0.324 -0.460 -0.3625
H 2.01343 -3.47290 -2.00143 -0.010 0.269 0.045 0.3763
H 2.50094 -1.92940 -1.25955 -0.310 -0.017 -0.125 0.4389
H 0.14286 -1.65315 -0.36218 0.200 -0.002 -0.195 0.0360
H 0.20563 -1.86622 -2.15805 -0.027 0.153 0.299 0.2143
H -4.59803 -2.58006 -1.01777 0.332 0.066 0.101 0.2375
H -3.66666 -2.44462 0.53608 0.090 0.132 -0.498 0.0021
H -5.15959 -3.69632 1.58237 0.077 -0.249 -0.148 0.3448
H -4.92443 -5.02089 0.42832 -0.286 0.128 -0.058 0.2976
H -6.68671 -3.89998 -0.90361 -0.043 0.228 -0.010 0.2491
H -6.84780 -2.75355 0.31152 0.019 0.033 -0.232 0.2443
H -3.00037 -1.29782 -3.35379 0.015 -0.273 0.459 0.3613
H -1.39637 -0.61909 -3.07526 0.100 -0.292 0.439 0.2376
H -1.20582 1.45723 -2.56772 -0.119 -0.388 0.139 0.1526
H -2.55174 2.31649 -1.86546 -0.081 -0.304 -0.095 0.4432
H -0.92532 0.25778 -0.33171 0.022 0.238 -0.190 -1.0022
H -0.73811 1.99977 -0.22539 -0.605 -0.296 -0.063 0.1056
H -2.41018 1.98147 1.37438 -0.417 -0.118 -0.093 0.3548
H -3.60367 1.15595 0.29769 0.213 0.181 -0.063 0.3590
H -2.49224 0.23388 1.29736 0.033 0.132 -0.190 0.1696
C 2.50711 3.40298 2.66058 -0.025 0.138 0.060 -1.2348
C 2.18759 3.16859 1.19509 0.014 -0.004 0.013 -0.1558
O 1.18934 4.03731 0.68027 -0.121 -0.182 -0.095 -0.3375
C 1.48274 5.42514 0.73180 0.059 0.092 -0.020 -0.0178
C 2.72691 5.81537 -0.04747 0.110 -0.138 0.001 -1.1625
H 1.60586 3.30377 3.26793 0.010 -0.055 -0.022 0.3118
H 3.24384 2.67692 3.00762 -0.031 -0.018 -0.020 0.4072
H 2.91336 4.40037 2.83570 0.076 -0.031 -0.020 0.3060
H 1.79715 2.15652 1.07408 -0.118 0.068 -0.061 0.2425
H 3.09403 3.22437 0.58164 0.039 0.053 0.052 0.2993
H 1.54870 5.75935 1.77199 0.049 0.034 -0.009 0.2513
H 0.62180 5.93513 0.30075 -0.078 -0.121 0.061 0.1368
H 3.62589 5.34181 0.35095 0.011 0.074 0.044 0.2955
H 2.87398 6.89565 -0.00780 -0.042 -0.009 -0.005 0.3919
H 2.63352 5.51268 -1.09244 -0.029 0.037 0.006 0.2793
C 0.83276 -7.73553 -0.51938 -0.021 -0.064 0.093 -1.0745
C 2.16278 -7.71937 -1.25197 -0.127 -0.045 -0.013 -0.3707
O 3.28212 -7.89857 -0.40173 0.191 0.188 0.004 -0.4241
C 3.32658 -9.11265 0.32620 -0.052 -0.097 0.031 -0.3310
C 3.34837 -10.35337 -0.54980 -0.055 0.019 -0.133 -1.0305
H 0.81584 -6.96678 0.25584 -0.015 0.020 -0.039 0.2542
H 0.01375 -7.54770 -1.21503 0.029 0.039 0.001 0.4013
H 0.64403 -8.69425 -0.03419 -0.029 -0.025 -0.068 0.3562
H 2.29392 -6.74522 -1.72662 0.156 -0.008 0.064 0.2967
H 2.17765 -8.45898 -2.06005 -0.072 -0.035 0.027 0.3596
H 2.49973 -9.15510 1.04380 -0.043 -0.060 -0.037 0.3071
H 4.24373 -9.07674 0.91537 0.011 0.150 -0.054 0.3230
H 2.44401 -10.44439 -1.15316 -0.032 -0.043 0.068 0.2675
H 3.42911 -11.25013 0.06626 0.018 0.026 0.010 0.3858
H 4.19746 -10.32176 -1.23476 0.015 -0.004 0.042 0.2889
C 0.07885 -2.85274 3.44863 -0.123 0.014 0.018 -0.9758
C 0.83328 -1.59412 3.84094 0.048 -0.096 0.018 -0.3168
O 0.01105 -0.44506 3.95242 0.033 0.191 -0.162 -0.3223
C -1.03007 -0.51060 4.91069 -0.061 -0.054 0.079 -0.3092
C -0.54318 -0.73291 6.33213 0.129 -0.064 0.009 -1.1561
H -0.44734 -2.70270 2.50276 0.020 -0.013 -0.008 0.1024
H 0.77075 -3.68899 3.33464 0.008 0.026 -0.004 0.3991
H -0.66384 -3.13548 4.19591 0.052 -0.046 0.029 0.4000
H 1.56948 -1.36325 3.06875 -0.051 0.133 0.011 0.2913
H 1.39779 -1.74890 4.76690 -0.040 -0.068 0.018 0.3122
H -1.76194 -1.27424 4.62402 0.015 -0.056 0.058 0.2984
H -1.54850 0.44767 4.85771 0.091 0.026 -0.129 0.3408
H -0.02637 -1.68726 6.44330 -0.077 -0.032 0.018 0.2697
H -1.38526 -0.72765 7.02570 -0.001 0.022 -0.025 0.4067
H 0.15505 0.05371 6.62343 -0.041 0.018 -0.006 0.2848
C -3.13528 8.21575 1.45623 0.041 0.138 -0.021 -1.1360
C -2.00824 7.34614 1.98510 -0.111 -0.024 0.047 -0.2494
O -0.71446 7.85306 1.70663 0.175 -0.100 -0.130 -0.3739
C -0.41256 9.13064 2.23921 -0.042 0.095 0.067 -0.3524
C -0.49692 9.19930 3.75415 -0.082 -0.102 0.058 -1.0661
H -3.03686 8.35433 0.37817 -0.009 -0.041 0.009 0.3111
H -4.10008 7.74995 1.66170 0.026 -0.020 -0.008 0.3970
H -3.13864 9.20531 1.91560 -0.051 -0.031 0.058 0.2687
H -2.05667 6.36784 1.50438 0.156 0.021 -0.024 0.2756
H -2.12242 7.16716 3.05993 -0.046 0.063 0.011 0.3268
H -1.04770 9.89418 1.77680 -0.045 0.017 0.064 0.2943
H 0.60994 9.35203 1.92983 -0.014 -0.130 -0.088 0.3457
H -1.50551 8.99723 4.11746 -0.012 0.083 -0.009 0.2685
H -0.20951 10.19164 4.10453 0.018 -0.013 -0.025 0.3956
H 0.16833 8.46200 4.20711 0.023 0.031 -0.020 0.2882
C 1.35240 0.69514 -7.29387 0.135 0.044 0.046 -1.1004
C 0.24754 1.04013 -6.31129 -0.026 0.019 -0.126 -0.3422
O 0.70632 1.26199 -4.98815 -0.109 -0.155 0.245 -0.2986
C 1.63414 2.31950 -4.81336 0.072 0.101 -0.033 -0.4142
C 1.10059 3.67877 -5.23047 -0.118 -0.011 -0.096 -1.0849
H 1.89913 -0.18798 -6.95894 -0.042 -0.011 -0.012 0.3044
H 0.93145 0.49212 -8.27950 -0.018 -0.011 0.028 0.3934
H 2.07327 1.50705 -7.40029 -0.049 0.030 -0.062 0.2632
H -0.44974 0.20325 -6.25090 0.024 0.013 0.149 0.3019
H -0.33345 1.90075 -6.66065 0.060 0.029 -0.044 0.3297
H 2.57159 2.09065 -5.33173 -0.011 0.047 -0.061 0.3790
H 1.86867 2.34169 -3.74799 -0.086 -0.132 0.007 0.3130
H 0.86082 3.71558 -6.29416 0.082 0.024 -0.011 0.3123
H 1.84139 4.45384 -5.02915 -0.003 -0.024 0.027 0.3939
H 0.18802 3.91571 -4.68038 0.038 0.003 0.032 0.2557
```
Positions in Å, forces in eV/Å.

The gap between HOMO and LUMO is 9.877 eV. Its multiplicity is 1. As for the net charge: 0.

---

Calculated LUMO energy, 1.73 0.63 eV (same order as the records).